Record 1
{
  "formula": "C4H4ClN3O2",
  "method": "the ωB97M-V functional and the def2-TZVPD basis",
  "homo_energy_ev": [-10.1, -10.1],
  "energy_ha": -929.545041,
  "lumo_energy_ha": [-0.0526, -0.0526],
  "gap_ev": [8.648, 8.653],
  "elements": ["C", "C", "C", "C", "N", "N", "N", "O", "O", "Cl", "H", "H", "H", "H"],
  "xyz": [[-2.09495, -0.22998, 0.41760], [-0.15855, 0.15926, 1.30346], [0.39847, 0.06555, -0.07000], [1.18032, -0.98093, -0.65511], [-1.58286, -0.29780, -0.72371], [-1.33906, 0.00953, 1.58259], [0.45476, 1.39126, -0.75129], [1.18711, 1.47117, -1.67211], [-0.15147, 2.31987, -0.27976], [1.08471, 0.30583, 2.48710], [-3.13428, -0.39442, 0.83355], [1.92317, -0.63058, -1.47267], [0.46191, -1.70026, -1.18111], [1.77071, -1.48849, 0.18146]]
}

Record 2
{
  "formula": "C4H4ClNO2S",
  "method": "the ωB97M-V functional and the def2-TZVPD basis",
  "homo_energy_ev": -9.1,
  "energy_ha": -1218.123464,
  "lumo_energy_ha": -0.0447,
  "gap_ev": 7.891,
  "elements": ["C", "C", "C", "C", "N", "O", "O", "S", "Cl", "H", "H", "H", "H"],
  "xyz": [[-3.79560, -0.02664, -0.71306], [-0.83866, 0.57761, 0.48471], [-3.37759, -1.15175, 0.06456], [0.54380, 1.00289, 0.55382], [-2.08872, -1.51385, 0.25030], [-4.23738, -1.92621, 0.39221], [-0.90718, -0.75058, 0.32340], [2.02311, -0.20995, -0.06380], [-4.43184, 1.38913, -0.14558], [0.75619, 0.99417, 1.60591], [0.64939, 1.93977, 0.25104], [-1.84872, -2.55144, 0.47517], [1.63885, -0.42486, -1.39728]]
}

Record 3
{
  "formula": "C4H4ClNOS",
  "method": "the ωB97M-V functional and the def2-TZVPD basis",
  "homo_energy_ev": -8.7,
  "energy_ha": -1143.076013,
  "lumo_energy_ha": -0.0163,
  "gap_ev": 8.217,
  "elements": ["O", "C", "C", "S", "C", "C", "N", "Cl", "H", "H", "H", "H"],
  "xyz": [[-1.15149, -1.97801, 0.28305], [-0.91598, -1.29098, -0.65452], [0.37730, -0.54893, -0.94037], [-0.82440, 1.27725, -0.83069], [-0.13674, 1.33629, 0.78182], [0.70916, 0.35219, 1.13081], [1.19593, -0.48394, 0.12421], [2.91396, -0.03440, -0.29929], [-1.63770, -1.02838, -1.37189], [0.89710, -0.57849, -1.82647], [-0.75428, 2.15797, 1.34732], [1.21490, 0.27104, 2.08269]]
}